This record from the Open Molecules 2025 dataset describes 2 unconnected molecules or ions with the total composition C30H42N3O4 in a non-equilibrium geometry. The level of theory is wB97M-V/def2-TZVPD.

Bonds (Å) are listed after each position.
CARTESIAN COORDINATES (ANGSTROEM)
1 C 1.779 3.515 -4.104  O2 1.405, H32 1.090, H33 1.092, H34 1.091
2 O 1.143 4.593 -3.465  C1 1.405, C3 1.400
3 C 0.873 4.374 -2.109  O2 1.400, C4 1.391, C29 1.406
4 C 1.127 3.186 -1.432  C3 1.391, C5 1.384, H35 1.073
5 C 0.871 3.049 -0.079  C4 1.384, C6 1.500, C25 1.383
6 C 1.202 1.766 0.624  C5 1.500, C7 1.531, H36 1.094, H37 1.095
7 C 2.616 1.727 1.208  C6 1.531, C8 1.517, N15 1.497, H38 1.098
8 C 3.660 1.855 0.115  C7 1.517, O9 1.212, N10 1.375
9 O 3.806 2.780 -0.654  C8 1.212
10 N 4.414 0.704 0.142  C8 1.375, C11 1.450, C12 1.494
11 C 5.486 0.522 -0.817  N10 1.450, H39 1.089, H40 1.088, H41 1.088
12 C 4.051 -0.256 1.228  N10 1.494, C13 1.526, C14 1.529, N15 1.509
13 C 3.598 -1.574 0.605  C12 1.526, H42 1.089, H43 1.090, H44 1.087
14 C 5.248 -0.413 2.166  C12 1.529, H45 1.089, H46 1.086, H47 1.090
15 N 2.899 0.437 1.914  C7 1.497, C12 1.509, C16 1.364
16 C 2.216 0.007 3.014  N15 1.364, C17 1.377, H48 1.073
17 C 2.462 -1.197 3.635  C16 1.377, C18 1.380, H49 1.068
18 C 1.819 -1.699 4.748  C17 1.380, C19 1.426, H50 1.075
19 C 2.152 -2.953 5.340  C18 1.426, C20 1.407, C24 1.410
20 C 1.474 -3.408 6.485  C19 1.407, C21 1.374, H51 1.076
21 C 1.796 -4.609 7.070  C20 1.374, C22 1.383, H52 1.078
22 C 2.802 -5.397 6.542  C21 1.383, C23 1.382, H53 1.077
23 C 3.489 -4.976 5.419  C22 1.382, C24 1.375, H54 1.077
24 C 3.173 -3.778 4.824  C19 1.410, C23 1.375, H55 1.073
25 C 0.368 4.129 0.623  C5 1.383, C26 1.392, H56 1.073
26 C 0.095 5.340 -0.006  C25 1.392, O27 1.400, C29 1.407
27 O -0.374 6.488 0.643  C26 1.400, C28 1.405
28 C -0.697 6.294 1.997  O27 1.405, H57 1.090, H58 1.091, H59 1.091
29 C 0.332 5.454 -1.388  C3 1.406, C26 1.407, O30 1.410
30 O 0.068 6.672 -2.046  C29 1.410, C31 1.401
31 C 1.193 7.506 -1.999  O30 1.401, H60 1.090, H61 1.092, H62 1.093
32 H 1.990 3.799 -5.136  C1 1.090
33 H 2.717 3.289 -3.595  C1 1.092
34 H 1.117 2.647 -4.101  C1 1.091
35 H 1.596 2.367 -1.943  C4 1.073
36 H 0.465 1.589 1.413  C6 1.094
37 H 1.093 0.932 -0.075  C6 1.095
38 H 2.753 2.549 1.924  C7 1.098
39 H 5.498 1.371 -1.500  C11 1.089
40 H 6.446 0.470 -0.307  C11 1.088
41 H 5.328 -0.388 -1.392  C11 1.088
42 H 2.806 -1.386 -0.118  C13 1.089
43 H 4.423 -2.068 0.092  C13 1.090
44 H 3.208 -2.267 1.345  C13 1.087
45 H 5.586 0.565 2.506  C14 1.089
46 H 5.012 -1.003 3.047  C14 1.086
47 H 6.082 -0.900 1.660  C14 1.090
48 H 1.450 0.654 3.396  C16 1.073
49 H 3.233 -1.803 3.214  C17 1.068
50 H 1.050 -1.105 5.207  C18 1.075
51 H 0.697 -2.795 6.908  C20 1.076
52 H 1.267 -4.942 7.948  C21 1.078
53 H 3.056 -6.337 7.005  C22 1.077
54 H 4.275 -5.590 5.013  C23 1.077
55 H 3.726 -3.475 3.955  C24 1.073
56 H 0.213 4.027 1.680  C25 1.073
57 H -1.115 7.222 2.388  C28 1.090
58 H -1.441 5.501 2.084  C28 1.091
59 H 0.203 6.042 2.558  C28 1.091
60 H 0.969 8.433 -2.526  C31 1.090
61 H 1.435 7.722 -0.956  C31 1.092
62 H 2.033 7.000 -2.480  C31 1.093
63 C -2.353 -4.709 5.524  C64 1.518, H69 1.091, H70 1.090, H71 1.090
64 C -2.238 -3.221 5.243  C63 1.518, C65 1.547, N68 1.497, H72 1.102
65 C -3.598 -2.486 5.286  C64 1.547, C66 1.537, H73 1.095, H74 1.096
66 C -3.504 -1.406 4.196  C65 1.537, C67 1.536, H75 1.097, H76 1.096
67 C -2.485 -1.952 3.184  C66 1.536, N68 1.481, H77 1.095, H78 1.097
68 N -1.661 -2.963 3.886  C64 1.497, C67 1.481, H79 1.024
69 H -2.791 -4.895 6.506  C63 1.091
70 H -2.984 -5.192 4.779  C63 1.090
71 H -1.376 -5.191 5.490  C63 1.090
72 H -1.570 -2.757 5.988  C64 1.102
73 H -4.410 -3.190 5.072  C65 1.095
74 H -3.806 -2.066 6.277  C65 1.096
75 H -4.477 -1.197 3.733  C66 1.097
76 H -3.150 -0.461 4.623  C66 1.096
77 H -2.991 -2.448 2.349  C67 1.095
78 H -1.860 -1.162 2.748  C67 1.097
79 H -0.682 -2.677 3.970  N68 1.024

LUMO energy, eV: -5.07
Gap between HOMO and LUMO, eV: 5.3
Strongest force on any atom, eV/Å: 3.44
Net charge: +1

This record from the Open Molecules 2025 dataset describes a single C5H11NO molecule. The level of theory is wB97M-V/def2-TZVPD.

Bonds (Å) are listed after each position.
CARTESIAN COORDINATES (ANGSTROEM)
1 C -0.033 -1.041 -1.461  C2 1.525, H8 1.096, H9 1.095, H10 1.095
2 C -0.304 -0.710 0.003  C1 1.525, C3 1.529, N4 1.469, H11 1.094
3 C 0.742 -1.323 0.934  C2 1.529, H12 1.094, H13 1.096, H14 1.097
4 N -0.411 0.738 0.225  C2 1.469, C5 1.447, C6 1.360
5 C 0.392 1.669 -0.537  N4 1.447, H15 1.097, H16 1.096, H17 1.094
6 C -1.141 1.161 1.291  N4 1.360, O7 1.217, H18 1.108
7 O -1.768 0.435 2.041  C6 1.217
8 H 0.964 -0.714 -1.777  C1 1.096
9 H -0.081 -2.126 -1.598  C1 1.095
10 H -0.776 -0.584 -2.124  C1 1.095
11 H -1.282 -1.112 0.282  C2 1.094
12 H 0.478 -1.117 1.976  C3 1.094
13 H 0.785 -2.410 0.798  C3 1.096
14 H 1.742 -0.917 0.732  C3 1.097
15 H 1.462 1.437 -0.467  C5 1.097
16 H 0.108 1.678 -1.595  C5 1.096
17 H 0.240 2.676 -0.138  C5 1.094
18 H -1.118 2.262 1.413  C6 1.108

LUMO energy, eV: 0.88
Structure (SMILES): CC(C)N(C)C=O
Energy relative to the best compared isomer or geometry (same formula, charge and spin), eV: 0.444
Gap between HOMO and LUMO, eV: 10.2
Strongest force on any atom, eV/Å: 0.32

This record from the Open Molecules 2025 dataset describes 4 unconnected molecules or ions with the total composition C2H10O2S2 in a non-equilibrium geometry. The level of theory is wB97M-V/def2-TZVPD.

Bonds (Å) are listed after each position.
CARTESIAN COORDINATES (ANGSTROEM)
1 C -0.737 1.022 -0.893  S2 1.725, H5 1.095, H6 1.091, H7 1.134
2 S -1.520 1.578 0.540  C1 1.725
3 S 1.453 -0.636 0.344  C4 1.766
4 C 1.137 0.736 1.411  S3 1.766, H8 1.126, H9 1.094, H10 1.086
5 H -1.432 0.383 -1.446  C1 1.095
6 H -0.232 1.721 -1.561  C1 1.091
7 H 0.058 0.298 -0.532  C1 1.134
8 H 0.057 1.054 1.407  C4 1.126
9 H 1.473 0.525 2.431  C4 1.094
10 H 1.725 1.556 1.008  C4 1.086
11 H 0.230 -2.102 -2.753  O13 0.960
12 H 0.866 -1.165 -1.631  O13 0.975
13 O 0.089 -1.335 -2.194  H11 0.960, H12 0.975
14 H -1.267 -0.487 1.288  O16 0.968
15 H -0.518 -1.711 1.139  O16 0.956
16 O -1.382 -1.436 1.442  H14 0.968, H15 0.956

LUMO energy, eV: -3.08
Energy relative to the best compared isomer or geometry (same formula, charge and spin), eV: 4.031
Gap between HOMO and LUMO, eV: 6.4
Strongest force on any atom, eV/Å: 2.97

This record from the Open Molecules 2025 dataset describes 2 unconnected molecules or ions with the total composition C9H14 in a non-equilibrium geometry. The level of theory is wB97M-V/def2-TZVPD.

Bonds (Å) are listed after each position.
CARTESIAN COORDINATES (ANGSTROEM)
1 C 0.346 0.876 3.117  C2 1.498, H8 1.110, H9 1.173, H10 1.137
2 C -0.419 0.469 1.894  C1 1.498, C3 1.347, C7 1.437
3 C -1.765 0.462 1.957  C2 1.347, C4 1.387, H11 1.156
4 C -2.446 -0.186 0.937  C3 1.387, C5 1.387, H12 1.073
5 C -1.823 -0.894 -0.080  C4 1.387, C6 1.511, H13 1.130
6 C -0.333 -0.699 -0.233  C5 1.511, C7 1.411, H14 1.061
7 C 0.349 0.036 0.760  C2 1.437, C6 1.411, H15 1.155
8 H 1.365 1.300 3.000  C1 1.110
9 H 0.406 -0.178 3.629  C1 1.173
10 H -0.430 1.323 3.817  C1 1.137
11 H -2.096 0.896 2.977  C3 1.156
12 H -3.472 -0.363 1.198  C4 1.073
13 H -2.387 -1.602 -0.756  C5 1.130
14 H 0.176 -1.120 -1.063  C6 1.061
15 H 1.397 0.508 0.655  C7 1.155
16 C 2.349 -0.842 -3.447  C17 1.565, H18 1.057, H19 1.055, H20 1.132
17 C 2.295 0.704 -3.681  C16 1.565, H21 1.117, H22 1.029, H23 1.092
18 H 1.357 -1.200 -3.364  C16 1.057
19 H 2.888 -1.470 -4.101  C16 1.055
20 H 2.814 -0.994 -2.426  C16 1.132
21 H 3.066 1.300 -3.136  C17 1.117
22 H 2.207 1.039 -4.650  C17 1.029
23 H 1.400 1.004 -3.131  C17 1.092

LUMO energy, eV: 0.98
Structure (SMILES): Cc1ccccc1.CC
Energy relative to the best compared isomer or geometry (same formula, charge and spin), eV: 2.053
Gap between HOMO and LUMO, eV: 9.7
Strongest force on any atom, eV/Å: 3.36

Among the records above, which one has the lowest LUMO energy? C30H42N3O4